Record 1
The following is a DFT calculation (ωB97M-V/def2-TZVPD) of C5H6O2 in the gas phase.

Positions of all 13 atoms, in Å:
C: -0.587 -0.510 -0.948
H: -1.278 1.611 -0.482
C: -1.281 -0.394 0.521
H: -0.778 -0.933 1.308
H: 1.905 -0.801 0.718
C: -0.682 0.757 -0.202
H: 2.427 0.171 -0.673
C: 0.701 0.979 0.328
H: -1.401 -1.207 -1.046
O: 0.727 -0.991 -0.984
H: -2.375 -0.379 0.579
C: 1.550 -0.205 -0.132
O: 1.074 1.902 1.012

## Properties
LUMO   0.033 Eh
Strongest force on any atom   2.48 eV Å⁻¹
Energy above the lowest of the compared OMol25 structures with the same formula, charge and spin   288.2 kJ/mol
SMILES   O=C1CO[C@H]2C[C@@H]12
Gap between HOMO and LUMO   9.7635 eV
E   -344.492132 Ha

=====

Record 2
The following is a DFT calculation (ωB97M-V/def2-TZVPD) of C3H2N6O2 in the gas phase.

Positions of all 13 atoms, in Å:
C: -0.233 1.148 0.004
N: 0.781 2.053 0.087
O: 2.618 -2.037 0.001
N: 1.768 0.009 0.048
N: -0.647 -1.043 -0.088
C: -1.651 0.970 0.019
N: 2.905 -0.882 0.050
H: -2.283 1.807 -0.164
N: -1.947 -0.403 0.038
H: -0.605 -1.981 -0.116
N: 1.886 1.484 0.007
C: 0.397 -0.033 0.044
O: -2.989 -1.092 0.067

## Properties
LUMO (spin up / spin down)   -0.055 / -0.055 Eh
Strongest force on any atom   7.30 eV Å⁻¹
Energy above the lowest of the compared OMol25 structures with the same formula, charge and spin   137.8 kJ/mol
SMILES   O=Nn1nnc2c[n+]([O-])[nH]c21
Gap between HOMO and LUMO (spin up / spin down)   7.2986 / 7.2969 eV
E   -594.254226 Ha

=====

Record 3
The following is a DFT calculation (ωB97M-V/def2-TZVPD) of C3H5N3O4 in the gas phase.

Positions of all 15 atoms, in Å:
N: -1.382 0.577 0.386
H: 1.412 0.102 1.905
O: -2.215 0.226 -0.640
O: 2.139 -1.259 -1.931
N: 1.883 -0.556 -0.989
H: 1.277 1.735 1.299
C: 0.600 -0.225 -0.650
C: 0.699 0.853 1.572
H: -1.862 0.667 1.273
H: -2.614 -1.445 -1.669
O: 2.702 -0.069 -0.209
O: -0.794 -0.946 -1.968
N: -1.806 -1.122 -1.131
C: -0.054 0.357 0.376
H: 0.015 1.104 2.378

## Properties
LUMO (spin up / spin down)   -0.024 / -0.024 Eh
Strongest force on any atom   5.09 eV Å⁻¹
Energy above the lowest of the compared OMol25 structures with the same formula, charge and spin   1058.5 kJ/mol
Gap between HOMO and LUMO (spin up / spin down)   8.4326 / 8.4274 eV
E   -582.166782 Ha

=====

Record 4
The following is a DFT calculation (ωB97M-V/def2-TZVPD) of a molecular structure, C7H18FI2OP2Ru.

Positions of all 32 atoms, in Å:
C: -1.551 3.342 -0.897
Ru: 0.179 0.069 0.175
H: 1.648 -2.621 -1.551
H: 1.868 -3.788 1.580
F: -1.755 1.930 1.294
C: -1.453 0.619 -1.927
C: 1.053 -3.061 1.492
H: 3.067 -3.118 -0.558
I: 1.896 1.281 -1.468
O: 1.186 1.867 2.367
C: 3.044 -0.982 1.611
H: -0.665 -0.166 -1.833
H: -4.080 1.828 -1.234
C: 0.766 1.118 1.576
P: 1.626 -1.554 0.614
H: 3.733 -1.818 1.801
H: 3.565 -0.180 1.067
H: -1.828 4.037 -0.093
H: -4.069 1.733 0.555
H: -1.120 1.344 -2.681
H: 0.223 -3.498 0.929
P: -1.844 1.644 -0.342
H: -3.817 0.254 -0.412
H: -0.492 3.473 -1.144
H: 0.697 -2.778 2.483
H: -2.168 3.547 -1.779
C: 2.432 -2.270 -0.866
H: 3.031 -1.493 -1.365
I: -1.840 -1.614 0.632
C: -3.631 1.335 -0.366
H: 2.675 -0.580 2.568
H: -2.375 0.101 -2.226

## Properties
LUMO (spin up / spin down)   -0.503 / -0.573 Eh
Strongest force on any atom   7.89 eV Å⁻¹
Energy above the lowest of the compared OMol25 structures with the same formula, charge and spin   0.0 kJ/mol
Total charge   +3
Gap between HOMO and LUMO (spin up / spin down)   5.7098 / 5.9139 eV
Spin multiplicity   5
E   -1824.392112 Ha
<S²>   6.020

=====

Record 5
The following is a DFT calculation (ωB97M-V/def2-TZVPD) of C23H30N4O3 in the gas phase.

Positions of all 60 atoms, in Å:
C: -0.504 2.397 0.753
O: -2.123 -1.534 1.410
H: 5.292 -2.233 2.231
N: 1.424 0.660 -1.925
H: -0.572 -1.884 2.608
H: -0.861 -4.349 2.767
H: 2.875 1.317 0.084
C: 6.881 -0.345 -0.060
O: 0.657 2.519 0.403
H: -2.808 3.764 0.034
H: -4.398 -1.791 -3.293
C: 6.731 -1.288 0.944
H: -4.734 0.945 0.546
H: 3.393 -0.918 1.287
C: 1.452 1.860 -2.729
H: 3.244 -0.128 -2.569
C: -3.151 2.980 0.720
C: -0.931 1.062 -1.296
C: 3.542 0.938 -0.693
H: -0.418 -2.623 1.007
H: -2.331 -3.494 3.254
H: 7.583 -1.832 1.322
C: -3.509 -0.612 -0.243
C: -3.695 0.611 0.617
H: 1.379 2.754 -2.105
H: -2.252 -4.274 1.677
H: -3.477 0.355 1.664
H: 3.963 1.781 -1.241
N: -1.010 3.118 1.774
H: -4.761 0.137 -1.789
C: -1.113 -2.431 1.830
C: 4.656 0.147 -0.082
C: 5.456 -1.508 1.446
H: -1.665 0.425 -1.790
N: -2.857 1.701 0.123
H: -2.673 4.120 2.522
H: 0.644 1.855 -3.461
C: -4.123 -0.679 -1.483
H: -2.705 2.357 2.749
O: 0.421 -0.694 -0.437
C: -2.670 -1.660 0.169
C: 2.706 0.054 -1.635
C: -3.914 -1.754 -2.329
C: -1.676 -3.723 2.416
H: -0.824 1.987 -1.852
H: -0.386 3.776 2.218
N: 5.876 0.352 -0.561
C: 0.367 0.282 -1.171
C: -3.069 -2.772 -1.929
H: 7.852 -0.133 -0.488
H: -4.229 3.079 0.850
C: -2.423 3.163 2.060
H: -1.268 0.467 0.728
H: 2.397 1.888 -3.269
C: -2.454 -2.732 -0.690
H: -2.883 -3.612 -2.582
C: 4.401 -0.781 0.926
H: -1.794 -3.536 -0.411
H: 2.500 -0.903 -1.151
C: -1.435 1.372 0.126

## Properties
LUMO   0.028 Eh
Strongest force on any atom   0.68 eV Å⁻¹
Energy above the lowest of the compared OMol25 structures with the same formula, charge and spin   188.7 kJ/mol
SMILES   CCOc1ccccc1CN1CCNC(=O)[C@@H]1CC(=O)N(C)CCc1ccccn1
Gap between HOMO and LUMO   9.0899 eV
E   -1339.204152 Ha

=====

Record 6
The following is a DFT calculation (ωB97M-V/def2-TZVPD) of 8 unconnected molecules or ions with the total composition C32H40F24O16.

Positions of all 112 atoms, in Å:
C: 3.781 3.010 4.646
O: -1.884 3.306 -2.001
H: -3.786 -5.561 3.943
O: 3.136 0.830 -3.963
H: 1.539 5.597 -1.465
H: -1.689 6.043 -0.486
F: -3.297 -1.971 -1.151
H: 0.278 2.543 0.260
F: 6.101 7.865 -3.676
C: -2.246 -6.903 -3.838
H: -1.207 -3.308 -7.218
F: -1.993 -8.282 -3.698
C: 2.849 4.715 -2.945
H: 0.650 2.729 -4.712
O: 4.638 3.354 5.622
H: -2.464 6.388 0.992
O: -0.090 -5.966 -4.228
H: -0.123 -5.206 0.323
H: 1.009 0.072 -5.180
F: 5.766 7.148 -1.705
O: -1.541 -2.076 -3.361
H: 1.447 1.745 1.215
C: -0.142 1.980 -4.696
C: 6.046 6.771 -2.948
F: 3.471 1.027 3.500
O: 3.841 5.668 -2.753
C: 0.107 -4.652 -1.793
H: 3.207 5.614 5.781
H: -0.890 -5.735 4.949
O: -0.798 -6.753 7.179
H: 1.136 3.949 -1.912
C: -3.090 -7.280 7.987
H: 0.499 -3.634 0.108
C: 5.102 4.665 5.764
F: -3.740 -3.903 -1.852
F: -3.072 0.752 0.152
F: -3.125 -1.527 2.117
H: 5.539 5.028 4.833
C: -1.831 -1.373 2.158
C: -2.495 2.719 -1.107
F: 3.980 -0.194 -1.560
C: -1.809 -3.486 -6.327
H: -0.964 2.292 -4.051
F: -4.245 -7.727 7.485
H: -1.208 -3.918 -0.225
F: -1.410 -1.504 0.850
H: 2.536 4.280 -0.856
C: -2.464 1.236 -0.971
H: -0.432 -0.137 -4.442
F: 7.221 6.117 -2.884
C: 3.428 1.532 4.712
C: 4.076 5.568 6.438
H: -1.372 5.003 0.971
F: -3.312 -6.204 8.753
C: -2.012 -6.912 6.891
F: 3.040 1.670 -1.133
H: -1.106 2.986 2.423
O: -2.536 -6.834 5.656
C: 2.354 0.614 -3.038
F: 4.187 0.834 5.541
C: -0.960 -6.131 -3.429
C: -1.390 -0.056 2.837
O: -3.369 -2.558 -4.660
O: -1.201 -0.003 4.031
C: -0.208 -4.338 -0.331
H: 5.931 4.560 6.464
O: -3.042 3.305 -0.006
H: -1.004 -3.661 -5.613
C: 1.967 4.627 -1.719
H: 0.091 -3.752 -2.407
H: -2.380 -4.629 3.170
C: -2.796 -5.119 4.050
C: -1.823 -6.179 4.601
C: -3.312 4.685 -0.016
F: -2.979 0.647 -2.061
H: -1.597 -6.921 3.835
O: -0.950 -5.553 -2.175
H: -2.127 -1.303 -5.966
C: 0.397 0.569 -4.428
H: 3.205 3.711 -3.177
H: -2.993 -4.317 4.761
C: -0.451 2.121 2.321
C: -2.661 -2.251 -5.912
H: 2.301 4.998 -3.844
H: -0.565 1.978 -5.700
C: 2.813 0.471 -1.596
H: 4.425 6.583 6.633
F: -1.158 0.792 -0.902
F: -3.298 -6.649 -3.059
F: -2.490 -8.229 8.711
C: -2.114 5.550 0.389
F: 2.177 1.543 5.115
F: -2.630 -6.516 -5.085
F: 1.941 -0.196 -0.891
F: -4.901 -2.289 -2.595
H: -3.373 -2.161 -6.732
C: 4.918 5.805 -3.550
O: -1.089 0.912 1.967
H: -2.319 -4.435 -6.492
H: 3.741 5.168 7.395
H: 1.041 3.434 1.603
O: 5.053 5.212 -4.624
C: 0.638 2.472 1.287
H: -0.019 1.992 3.313
O: 3.255 3.741 3.783
H: -4.160 4.864 0.645
O: 1.041 0.507 -3.166
H: -3.599 4.995 -1.021
C: -2.731 -2.420 -3.484
H: 1.075 -5.122 -1.966
F: -1.236 -2.384 2.858
C: -3.675 -2.674 -2.238

## Properties
LUMO (spin up / spin down)   -0.221 / -0.392 Eh
Strongest force on any atom   4.95 eV Å⁻¹
Energy above the lowest of the compared OMol25 structures with the same formula, charge and spin   0.0 kJ/mol
Total charge   +1
Gap between HOMO and LUMO (spin up / spin down)   5.9826 / 1.3446 eV
Spin multiplicity   2
E   -4843.618018 Ha
<S²>   0.757

=====

Record 7
The following is a DFT calculation (ωB97M-V/def2-TZVPD) of a gas-phase ion, C6H10O (charge +1).

Positions of all 17 atoms, in Å:
C: -1.293 -0.168 0.188
H: -0.545 0.380 2.134
C: -1.413 0.145 1.530
O: 3.217 1.274 0.033
H: 2.708 1.717 0.724
H: 3.008 -0.698 -0.480
H: -2.196 -1.899 -0.746
H: 2.418 0.541 -1.647
C: -2.374 -0.830 -0.616
H: 1.201 -0.515 0.996
H: -3.334 -0.753 -0.101
C: 1.137 0.037 0.057
H: -0.133 0.772 -1.433
C: 2.458 0.240 -0.598
C: -0.092 0.176 -0.523
H: -2.441 -0.333 -1.585
H: -2.327 -0.087 2.067

## Properties
LUMO (spin up / spin down)   -0.190 / -0.309 Eh
Strongest force on any atom   1.87 eV Å⁻¹
Energy above the lowest of the compared OMol25 structures with the same formula, charge and spin   191.2 kJ/mol
Total charge   +1
Gap between HOMO and LUMO (spin up / spin down)   9.4635 / 6.2149 eV
Spin multiplicity   2
E   -309.472386 Ha
<S²>   0.777